Entry 1:
{
  "formula": "C24H30ErN4O5S4",
  "method": "wB97M-V/def2-TZVPD",
  "elements": ["Er", "N", "C", "S", "N", "N", "C", "C", "C", "C", "C", "C", "C", "C", "C", "C", "C", "C", "N", "H", "H", "H", "H", "H", "H", "H", "H", "H", "H", "H", "C", "S", "C", "O", "H", "H", "H", "H", "H", "H", "C", "C", "C", "C", "C", "C", "C", "S", "C", "O", "H", "H", "H", "H", "H", "H", "H", "H", "H", "H", "C", "S", "O", "O", "O", "H", "H", "H"],
  "coordinates": [[-0.98533, -0.16901, -0.43846], [-2.51536, 3.65871, -3.06802], [-1.96179, 2.63215, -2.37956], [-2.50747, 1.02164, -2.50383], [-0.88473, 3.00871, -1.65993], [-0.10100, 1.98811, -1.36976], [1.22640, 2.13572, -1.62661], [1.74554, 3.34366, -2.28266], [2.72182, 3.26001, -3.28651], [3.18689, 4.41490, -3.93508], [2.65529, 5.63694, -3.61573], [1.70172, 5.75203, -2.58178], [1.23936, 4.62021, -1.92930], [2.03664, 0.99777, -1.32767], [3.47430, 1.09672, -1.26289], [4.22923, -0.02467, -1.33517], [3.57752, -1.25222, -1.55234], [2.18754, -1.28337, -1.47499], [1.42906, -0.21032, -1.20718], [-3.41789, 3.52240, -3.54147], [-2.23106, 4.61084, -2.83074], [3.03379, 2.29525, -3.64984], [3.91344, 4.30560, -4.74010], [3.00342, 6.49391, -4.17136], [1.31365, 6.75368, -2.33308], [0.51625, 4.70484, -1.08227], [3.93294, 2.09585, -1.22435], [5.32324, 0.04492, -1.33405], [4.10040, -2.16677, -1.74685], [1.62645, -2.23188, -1.62589], [-5.33153, -1.42060, 0.92455], [-4.34389, -0.93294, -0.54424], [-4.83620, -2.24055, -1.73161], [-2.91332, -1.35737, -0.17200], [-4.82854, -2.25954, 1.41721], [-6.34678, -1.74001, 0.66490], [-5.35836, -0.53663, 1.62284], [-5.93274, -2.20892, -1.96348], [-4.49373, -3.22943, -1.29844], [-4.34610, -2.06914, -2.70297], [0.56768, -2.45203, 5.99874], [0.42343, -3.02628, 4.62867], [-0.66694, -3.83412, 4.24439], [-0.88750, -4.08646, 2.87680], [-0.05052, -3.57421, 1.88596], [1.07251, -2.88417, 2.26268], [1.32153, -2.64765, 3.62063], [-0.64661, -3.61954, 0.19699], [0.60215, -4.69110, -0.59775], [-0.22683, -2.28229, -0.37521], [0.09977, -3.14879, 6.66624], [0.05209, -1.47604, 6.09556], [1.62427, -2.23806, 6.23367], [-1.43223, -4.22964, 4.95203], [-1.83548, -4.60693, 2.60715], [1.65528, -2.33683, 1.52958], [2.27668, -2.20099, 3.94057], [1.61961, -4.51543, -0.16336], [0.57256, -4.49091, -1.66179], [0.29814, -5.73794, -0.48786], [0.38692, 2.63455, 1.98774], [-0.67504, 1.18444, 2.15426], [-0.98154, 1.12009, 3.55149], [-1.87818, 1.27422, 1.19681], [0.13078, 0.02995, 1.58657], [-0.14754, 3.44386, 2.55024], [0.54877, 2.95894, 0.93474], [1.33713, 2.37219, 2.48515]],
  "forces_ev_per_a": [[0.155, 0.957, -0.108], [-1.250, -0.249, -0.086], [1.463, 1.287, 0.981], [-0.387, -0.739, -0.336], [-1.612, 0.594, -1.467], [3.596, -1.282, 0.136], [-4.017, 0.929, 0.838], [0.407, 0.817, -0.041], [-0.519, 0.546, -0.041], [-0.184, -1.169, -0.101], [-0.343, 0.318, 0.622], [0.140, 0.393, -0.495], [0.109, -0.021, 0.864], [2.233, -1.427, 0.584], [-1.904, 1.474, -0.142], [0.643, -1.432, -0.378], [-0.561, 0.599, 0.243], [0.088, -0.786, 0.402], [0.319, 0.561, -1.301], [0.831, 0.113, 0.543], [-0.029, -0.675, -0.165], [0.250, -0.193, 0.105], [-0.160, 0.109, 0.225], [-0.107, 0.270, 0.124], [0.200, -0.677, -0.034], [0.813, -0.002, -1.071], [-0.319, -0.597, -0.008], [-0.476, -0.115, 0.102], [0.283, -0.198, -0.087], [0.634, 0.867, 0.361], [0.271, 0.483, 0.417], [-0.660, -0.773, 0.062], [-0.257, -0.659, 0.196], [-0.205, 0.174, -0.177], [0.073, 0.182, -0.177], [0.221, 0.322, -0.195], [0.059, -0.901, -0.825], [0.886, -0.034, 0.630], [-0.573, 1.104, -0.491], [0.168, 0.161, 0.564], [0.283, 0.417, -0.169], [-0.362, -0.014, -1.032], [-0.298, 0.030, -0.519], [-1.152, -0.311, 0.524], [-1.054, -0.472, 0.318], [0.638, 1.009, 0.520], [0.414, -0.377, -0.070], [1.069, -0.850, 0.313], [0.258, -0.313, 0.703], [-0.308, 0.565, -0.267], [0.072, -0.142, 0.861], [0.055, -0.528, -0.270], [-0.440, -0.398, 0.110], [0.877, 0.527, -0.434], [0.923, 0.321, 0.098], [0.252, -0.338, -0.054], [-0.687, 0.203, -0.391], [-0.991, -0.067, -0.377], [-0.005, 0.315, -0.159], [0.126, 0.182, 0.306], [-0.635, 0.591, -0.051], [-0.389, 0.062, -1.077], [-0.134, -0.338, -0.448], [1.919, -0.096, 1.077], [-0.597, 0.760, 0.157], [0.595, -0.706, -0.483], [-0.197, -0.493, 0.769], [-0.511, 0.133, -0.225]],
  "e_homo_ev": [-9.917, -9.916],
  "multiplicity": 4,
  "s_squared": 3.7527,
  "homo_lumo_gap_ev": [6.9, 6.9],
  "lumo_energy_ev": [-3.1, -3.1],
  "total_charge": 1
}

=====

Entry 2:
{
  "formula": "C3H7NO2",
  "method": "wB97M-V/def2-TZVPD",
  "elements": ["N", "C", "O", "H", "C", "C", "O", "H", "H", "H", "H", "H", "H"],
  "coordinates": [[2.06189, 0.05939, -0.77472], [1.64478, 1.20462, -0.73169], [1.13279, 2.25193, -0.70210], [3.05256, -0.12326, -0.70681], [-1.49713, 0.26340, 0.06542], [-0.51918, -0.61247, 0.85283], [-0.27997, -1.81410, 0.14493], [-1.85242, 1.14840, 0.60369], [-2.35733, -0.37834, -0.14112], [-1.10602, 0.59706, -0.90498], [-0.98556, -0.88560, 1.80329], [0.44222, -0.14731, 1.10644], [0.26335, -1.56372, -0.61520]],
  "forces_ev_per_a": [[0.009, 0.432, -0.110], [-0.115, 0.465, -0.057], [0.325, -0.727, -0.002], [-0.048, -0.088, -0.018], [-0.045, -0.075, -0.014], [-0.289, 0.233, 0.188], [0.224, -0.064, -0.171], [0.201, -0.140, 0.055], [-0.040, 0.165, -0.044], [0.079, -0.108, 0.229], [0.028, -0.102, -0.100], [-0.312, 0.204, -0.081], [-0.017, -0.195, 0.126]],
  "e_homo_ev": -10.138,
  "homo_lumo_gap_ev": 10.7,
  "smiles": "N=C=O.CCO",
  "lumo_energy_ev": 0.5,
  "de_lowest_ev": 1.251
}

=====

Entry 3:
{
  "formula": "C3H5N3O",
  "method": "wB97M-V/def2-TZVPD",
  "elements": ["N", "C", "C", "N", "C", "O", "N", "H", "H", "H", "H", "H"],
  "coordinates": [[2.18458, 0.55578, -0.17488], [0.84405, 0.13140, -0.09780], [0.38986, -1.15370, -0.09618], [-0.99827, -1.04927, 0.01116], [-1.27807, 0.26946, 0.01707], [-2.56290, 0.66312, 0.07451], [-0.21369, 1.02672, -0.03229], [2.73596, 0.26406, 0.62331], [2.23797, 1.56360, -0.23977], [0.89247, -2.10346, -0.15566], [-1.66782, -1.79809, -0.02147], [-2.56414, 1.63037, 0.09200]],
  "forces_ev_per_a": [[-0.100, 0.165, 0.122], [0.017, -0.264, 0.042], [0.121, 0.097, 0.042], [-0.030, 0.229, -0.083], [0.181, -0.241, -0.008], [0.111, 0.235, 0.003], [-0.122, -0.209, 0.012], [-0.113, -0.060, -0.109], [-0.089, -0.022, -0.043], [-0.008, 0.085, -0.003], [0.014, 0.102, 0.035], [0.020, -0.117, -0.010]],
  "e_homo_ev": -7.732,
  "homo_lumo_gap_ev": 8.6,
  "smiles": "Nc1c[nH]c(O)n1",
  "lumo_energy_ev": 0.8,
  "de_lowest_ev": 0.503
}

=====

Number 1: electronic energy -112532.057 eV. Number 2: electronic energy -8809.278 eV. Number 3: electronic energy -9710.080 eV.